An isolated molecule of C5H10N2, computed with ωB97M-V/def2-TZVPD.

Each line ends with the natural charge from an NBO analysis.
Atoms and positions in Å:
C (-1.36574, -0.05114, -1.54483)  -0.33
C (-0.94394, -0.52041, -0.23480)  -0.28
C (0.87367, 1.28964, 0.08597)  -0.68
C (0.42687, -0.52731, 1.79711)  -0.65
C (0.05342, 0.04019, 0.46718)  0.07
N (-0.29486, -0.38000, -2.55212)  -0.21
N (-0.12244, 0.10046, -3.61587)  -0.25
H (-2.35618, -0.47086, -1.85430)  0.22
H (-1.53399, 1.02487, -1.70828)  0.23
H (-1.50884, -1.40836, 0.26452)  0.21
H (0.67267, 2.05685, -0.74391)  0.24
H (1.06589, 1.88161, 1.02278)  0.22
H (1.78984, 0.88475, -0.31352)  0.23
H (-0.44830, -0.17457, 2.47440)  0.23
H (1.36813, -0.23673, 2.30892)  0.23
H (0.29027, -1.57415, 1.79523)  0.22
H (0.26141, -1.26929, -2.37026)  0.30

Results
Energy above the lowest of the compared OMol25 structures with the same formula, charge and spin in eV: 3.6856
Molar mass in g mol⁻¹: 98.1
Gap between HOMO and LUMO in eV: 8.5361
E_LUMO in eV: 0.88